{"formula": "C54H112N4O10", "method": "wB97M-V/def2-TZVPD", "symbols": ["C", "C", "C", "C", "C", "C", "N", "O", "C", "C", "C", "H", "H", "H", "H", "H", "H", "H", "H", "H", "H", "H", "H", "H", "H", "H", "H", "H", "H", "H", "C", "C", "C", "C", "C", "C", "N", "O", "C", "C", "C", "H", "H", "H", "H", "H", "H", "H", "H", "H", "H", "H", "H", "H", "H", "H", "H", "H", "H", "H", "C", "C", "C", "C", "C", "C", "N", "O", "C", "C", "C", "H", "H", "H", "H", "H", "H", "H", "H", "H", "H", "H", "H", "H", "H", "H", "H", "H", "H", "H", "C", "C", "C", "C", "C", "C", "N", "O", "C", "C", "C", "H", "H", "H", "H", "H", "H", "H", "H", "H", "H", "H", "H", "H", "H", "H", "H", "H", "H", "H", "C", "C", "O", "C", "H", "H", "H", "H", "H", "H", "C", "C", "O", "C", "H", "H", "H", "H", "H", "H", "C", "C", "O", "C", "H", "H", "H", "H", "H", "H", "C", "C", "O", "C", "H", "H", "H", "H", "H", "H", "C", "C", "O", "C", "H", "H", "H", "H", "H", "H", "C", "C", "O", "C", "H", "H", "H", "H", "H", "H"], "positions_angstrom": [[6.06619, 5.80765, -2.82909], [6.49117, 5.63720, -1.31835], [5.50978, 6.52351, -0.42362], [4.24504, 5.85156, -0.27289], [4.51373, 4.43010, 0.43599], [5.35376, 3.38640, -0.42067], [6.56866, 4.15522, -0.87114], [7.49984, 3.36082, -1.56041], [5.81219, 2.13198, 0.42225], [4.52356, 2.75230, -1.64011], [7.94378, 6.18764, -1.27150], [6.83270, 5.61006, -3.57844], [5.67686, 6.75730, -3.19607], [5.28690, 5.09585, -3.10139], [5.89012, 6.78879, 0.56282], [5.35261, 7.54945, -0.75655], [3.70855, 5.83507, -1.22158], [3.70261, 6.54388, 0.37096], [3.55104, 4.05710, 0.78555], [5.11894, 4.63915, 1.31811], [6.29622, 1.47941, -0.30437], [6.43823, 2.33819, 1.29039], [4.95056, 1.59458, 0.81836], [5.14353, 2.14384, -2.29853], [3.80709, 2.03566, -1.23862], [4.05442, 3.55914, -2.20316], [8.36358, 6.08619, -0.27072], [7.90254, 7.21232, -1.64089], [8.74093, 5.92775, -1.96801], [6.95575, 3.21305, -2.33741], [1.32718, 4.09846, 3.42089], [1.27233, 3.66561, 4.86296], [-0.19166, 3.34435, 5.29621], [-0.56042, 1.84165, 5.05933], [0.38214, 0.92585, 5.68481], [1.80170, 1.06521, 5.08596], [2.19413, 2.49722, 5.23326], [3.50845, 2.76406, 5.03627], [2.63988, 0.10713, 6.07350], [1.86352, 0.54915, 3.59015], [1.61186, 4.88110, 5.80137], [2.27780, 4.54918, 3.13579], [0.49704, 4.74242, 3.13058], [1.15050, 3.37110, 2.62853], [-0.39852, 3.71011, 6.30196], [-0.91290, 3.89476, 4.69208], [-0.61284, 1.65382, 3.98692], [-1.59424, 1.64376, 5.34245], [-0.08748, -0.00094, 5.35526], [0.41540, 0.91714, 6.77426], [2.49046, 0.49145, 7.08249], [2.24344, -0.90814, 6.08590], [3.67701, 0.22180, 5.75837], [1.16748, 1.17241, 3.02875], [2.85813, 0.66067, 3.15838], [1.45294, -0.43730, 3.37464], [0.86014, 5.66602, 5.71820], [2.54633, 5.39156, 5.56839], [1.55119, 4.67128, 6.86926], [3.58965, 2.82549, 4.08169], [-5.53524, -0.86689, 2.56253], [-5.56015, -1.13618, 1.03350], [-4.36066, -2.03147, 0.68082], [-4.66584, -3.45656, 0.95922], [-5.96950, -3.88025, 0.26865], [-7.29210, -3.02759, 0.53676], [-6.88385, -1.61687, 0.44625], [-7.94867, -0.67499, 0.50879], [-8.33811, -3.50653, -0.42770], [-7.78049, -3.42665, 1.93502], [-5.31209, 0.28386, 0.39728], [-5.61074, -1.80690, 3.10914], [-6.36573, -0.26258, 2.92747], [-4.62040, -0.45597, 2.98950], [-4.01026, -2.01956, -0.35125], [-3.49810, -1.78319, 1.29926], [-4.73930, -3.60918, 2.03598], [-3.84396, -4.01894, 0.51613], [-6.12237, -4.85048, 0.74129], [-5.93123, -4.14170, -0.78884], [-8.18848, -3.09267, -1.42491], [-8.41873, -4.59200, -0.48576], [-9.28393, -3.06063, -0.12000], [-7.97558, -4.48467, 1.76001], [-7.09938, -3.43569, 2.78596], [-8.77415, -3.05998, 2.19251], [-5.32069, 0.26851, -0.69258], [-4.30621, 0.64710, 0.60792], [-6.04449, 1.02631, 0.71423], [-8.28172, -0.67045, 1.40915], [-2.23432, -3.66689, -4.00209], [-1.27158, -4.32465, -2.99906], [-2.07100, -4.74553, -1.67627], [-2.94347, -6.01348, -1.86238], [-1.97704, -7.07208, -2.46312], [-1.23498, -6.74842, -3.77967], [-0.50952, -5.47305, -3.56701], [0.38546, -5.15621, -4.65317], [-0.26903, -7.99250, -3.97306], [-2.18434, -6.81731, -5.00957], [-0.32096, -3.25622, -2.38664], [-2.09393, -4.12892, -4.97929], [-2.05898, -2.60118, -4.14910], [-3.27759, -3.74680, -3.69664], [-1.20809, -5.01695, -1.06815], [-2.49619, -3.81867, -1.29125], [-3.72464, -5.79510, -2.59052], [-3.38275, -6.21279, -0.88493], [-2.57464, -7.96285, -2.65679], [-1.26689, -7.42583, -1.71570], [-0.80502, -8.93814, -4.05419], [0.28804, -7.73060, -4.87260], [0.50659, -7.88534, -3.21476], [-2.61854, -7.80291, -5.17742], [-2.98176, -6.07421, -5.01449], [-1.41732, -6.59980, -5.75285], [0.29460, -2.82588, -3.17657], [0.44218, -3.76682, -1.79927], [-0.74713, -2.44576, -1.79535], [1.20482, -5.50449, -4.29408], [1.44377, 1.37243, 0.17008], [0.07389, 0.90072, 0.63808], [-0.64754, 1.60587, 1.26111], [-0.21682, -0.57344, 0.42149], [1.25809, 2.09665, -0.62309], [1.92932, 0.57257, -0.38900], [2.01273, 1.79585, 0.99779], [0.11237, -1.20925, 1.24337], [0.00451, -0.83004, -0.61449], [-1.28366, -0.78130, 0.33945], [3.14053, -2.05374, -1.57777], [3.35909, -1.55105, -3.00275], [3.80173, -0.40658, -3.06285], [3.25126, -2.45598, -4.23023], [3.00246, -3.13496, -1.57957], [2.39871, -1.59969, -0.92078], [4.14502, -2.00199, -1.15776], [4.17920, -2.62189, -4.77750], [2.47388, -2.02735, -4.86273], [2.87833, -3.42147, -3.88840], [-2.59401, 4.06418, 0.92621], [-3.69502, 3.29749, 1.65178], [-4.84289, 3.63217, 1.55417], [-3.35537, 2.19603, 2.63452], [-2.05753, 3.41890, 0.23058], [-1.71300, 4.44935, 1.43959], [-2.96675, 4.80947, 0.22358], [-2.65641, 1.51454, 2.14961], [-4.28876, 1.69846, 2.89780], [-2.92699, 2.53763, 3.57681], [1.01882, -3.97360, 2.12360], [1.86250, -3.85763, 3.36947], [2.13973, -2.79311, 3.87270], [2.11706, -5.18060, 4.04125], [1.03201, -5.02245, 1.82720], [1.52422, -3.38323, 1.35932], [-0.04153, -3.80753, 2.31380], [2.53060, -5.96229, 3.40404], [1.23206, -5.55093, 4.55867], [2.87433, -5.04674, 4.81374], [1.30611, 4.51564, -2.70678], [-0.05002, 4.85915, -2.17159], [-0.05253, 5.51939, -1.10324], [-1.32013, 4.46424, -2.84254], [1.93414, 5.40040, -2.81113], [1.16684, 4.08117, -3.69670], [1.89608, 3.97621, -1.96580], [-1.07888, 4.05290, -3.82270], [-1.96420, 5.34202, -2.89519], [-1.87403, 3.70002, -2.29733], [0.96823, 0.82683, -4.76762], [-0.20788, 1.07287, -3.96217], [-0.12569, 1.33088, -2.77270], [-1.59661, 0.93154, -4.60558], [0.71057, 0.77960, -5.82568], [1.33360, -0.14881, -4.44710], [1.66552, 1.62787, -4.52220], [-2.26240, 1.68751, -4.18924], [-2.00698, -0.03767, -4.32212], [-1.64315, 0.92703, -5.69457]], "forces_ev_per_a": [[-0.619, -1.752, -0.723], [1.784, 1.890, -0.663], [2.575, 0.039, -0.246], [-1.171, -1.684, 1.084], [-0.138, 1.028, -1.224], [-0.907, -0.092, 1.318], [-1.460, -0.189, -1.712], [-1.048, 1.806, 1.356], [-0.140, 0.590, -0.596], [0.999, 1.015, 0.403], [0.177, 0.610, 0.286], [0.612, -0.270, 0.536], [-0.012, 0.412, 1.158], [-0.269, -0.045, 0.123], [0.700, -0.796, 0.218], [0.400, -0.196, -1.218], [-0.186, -0.533, 0.054], [-0.711, -0.678, 0.269], [0.171, -0.576, -0.222], [-0.056, 0.045, 0.153], [0.260, -0.175, 0.435], [0.232, 0.281, -0.297], [-0.263, 0.251, -0.249], [0.206, 0.088, -0.061], [-0.121, 0.369, 0.193], [-0.184, -0.279, 0.007], [-0.057, 0.480, 0.022], [-0.506, 0.524, 0.944], [-0.508, -1.531, -0.222], [0.144, -0.764, -1.115], [-0.024, -0.039, -1.507], [-0.218, -0.282, 2.131], [-0.505, -1.399, -1.002], [-1.077, 2.833, -0.072], [0.310, -1.192, -0.932], [-0.060, -1.457, 0.790], [-3.134, -0.263, 1.257], [1.148, 0.267, -0.534], [-0.310, 1.982, -1.176], [-0.842, 1.034, 0.616], [0.142, 0.289, -0.514], [0.076, 0.421, 0.206], [0.227, 0.764, 0.600], [0.138, -1.010, 0.438], [0.285, -0.561, 0.241], [0.288, 0.433, -0.279], [0.329, 0.122, -0.227], [-0.082, 0.130, 0.498], [0.834, -0.915, 0.388], [-0.061, 0.374, -0.059], [0.336, 0.184, -0.017], [0.252, 0.017, -0.574], [0.136, -0.618, 0.380], [0.243, 0.404, -0.101], [0.127, -0.157, 0.054], [0.539, -0.355, 0.680], [-0.307, -0.039, -0.586], [0.258, -0.326, 0.043], [0.418, -0.656, -0.133], [0.592, 0.048, -0.589], [-0.588, -1.320, 0.573], [-0.183, 2.610, -0.548], [-0.262, 0.021, 0.088], [-0.644, -0.145, -0.843], [-0.780, -0.636, 0.930], [2.623, -0.200, 1.688], [1.144, -0.140, -0.930], [0.800, -0.673, -0.114], [-0.717, 1.393, -0.751], [-0.640, -1.488, -0.195], [0.040, -0.511, -0.389], [-0.234, -0.248, 0.032], [-0.064, 0.188, -0.285], [0.151, 0.358, -0.703], [-0.402, 0.728, -0.322], [-0.006, 0.608, 0.046], [0.040, -0.351, -0.014], [-0.004, -0.536, 0.465], [-0.632, -0.272, -0.147], [0.553, 0.611, -0.217], [0.330, -0.159, -0.123], [0.096, 0.105, 0.204], [-0.289, -0.341, 0.026], [-0.207, -0.328, 0.430], [0.130, 0.622, -0.205], [0.158, 0.568, 0.139], [-0.386, -0.376, -0.136], [0.016, -0.091, 0.538], [0.118, -0.106, 0.129], [-0.128, -0.045, 0.553], [0.096, 0.039, -0.485], [-0.742, 0.986, 0.955], [1.438, -1.060, -1.750], [1.518, 1.566, -0.642], [-1.142, -0.393, 0.668], [-1.174, -1.351, 0.883], [-0.031, -0.775, 1.215], [-0.990, 0.254, 0.420], [0.499, 2.859, -0.259], [1.079, 0.831, 0.382], [1.458, -0.777, -1.282], [-0.224, 0.110, -0.012], [0.219, 0.089, 0.160], [-0.042, -0.231, -0.086], [-0.303, -0.129, 0.758], [-0.421, -0.260, -0.026], [-0.276, -0.090, 0.104], [-0.059, -0.689, -0.208], [-0.050, -0.150, -0.237], [0.231, 0.396, 0.178], [0.249, 0.201, 0.219], [-0.128, -0.659, -0.474], [-0.227, -0.765, 0.485], [0.223, -0.005, 0.162], [0.120, -0.026, -0.022], [-0.726, 0.061, -0.937], [-0.149, 0.408, -0.323], [-0.166, -0.138, 0.473], [-0.487, -0.324, -0.211], [0.215, 0.074, -0.125], [-0.605, -0.154, -0.976], [1.554, -1.629, 0.043], [-1.005, 1.222, 0.638], [-1.579, 0.244, -1.065], [-0.034, 0.483, 0.193], [0.431, -0.108, 0.492], [0.030, -0.099, -0.145], [0.708, -0.001, -0.367], [1.235, -0.440, 0.258], [-0.473, 0.538, 0.687], [0.555, -1.784, -0.560], [1.242, 1.554, 0.733], [-0.624, -0.735, -0.744], [-0.814, -0.173, 1.111], [-0.586, -0.092, -0.008], [0.096, 0.327, -0.433], [-0.030, 0.555, 0.378], [-0.008, 0.462, 0.126], [0.197, -0.023, -0.307], [-0.001, -0.078, -0.196], [0.496, -0.499, -1.433], [0.920, 0.910, 1.324], [-0.812, 0.267, -0.683], [-0.058, -0.392, -0.433], [-0.139, -0.746, -0.008], [-0.495, 0.124, 0.819], [-0.448, 0.311, 0.601], [-0.008, -0.128, 0.337], [0.086, 0.003, -0.167], [0.265, 0.391, -0.220], [0.691, -0.898, -0.202], [-1.341, -0.242, 0.681], [0.323, -0.276, -0.347], [1.405, -0.033, 0.914], [0.165, 0.005, -0.337], [-0.705, 0.267, -0.222], [0.137, 0.803, -0.047], [-0.403, 0.083, -0.351], [-0.244, 0.047, -0.301], [-0.065, 0.176, 0.165], [0.044, 0.195, -0.770], [0.510, 2.110, 3.969], [-0.409, -1.499, -2.356], [0.146, -0.123, -0.476], [-0.448, 0.491, -0.215], [0.693, -0.550, 0.177], [-0.472, -0.759, -0.239], [-0.363, 0.158, -0.143], [0.025, -0.038, -0.181], [0.236, -0.030, 0.250], [0.674, -0.122, -0.818], [-2.432, 0.096, 0.972], [0.054, 0.049, -0.324], [0.150, -0.065, 0.272], [0.332, 0.103, 0.031], [0.417, 0.120, -0.069], [0.416, -0.341, -0.237], [0.014, -0.029, -0.051], [0.022, -0.114, 0.279], [0.334, 0.309, 0.045]], "multiplicity": 2, "lumo_energy_ev": [-2.3, -6.7], "largest_force_ev_per_a": 4.5, "energy_ha": -3095.46291, "total_charge": 1, "e_homo_ev": [-9.390, -9.390], "homo_lumo_gap_ha": [0.2603, 0.0989]}